1.
Density functional theory data (the ωB97M-V functional and the def2-TZVPD basis) for a molecular structure, C28H55Br2F4FeN4SSi2Te.

```
98
Properties=species:S:1:pos:R:3:forces:R:3:lowdin_spin:R:1
Fe -0.423 -0.617 1.355 -0.123 0.026 -0.542 3.643
C 0.819 2.082 1.340 0.041 0.036 0.009 0.000
N 0.885 0.888 2.187 -0.054 0.045 0.233 0.036
C 2.288 0.538 2.436 0.014 -0.019 -0.019 0.006
C 0.196 1.131 3.478 0.056 0.013 -0.042 0.003
C -1.305 1.306 3.306 -0.122 -0.002 0.036 0.013
N -1.802 0.254 2.432 0.155 -0.066 -0.075 0.094
C -3.119 0.167 2.095 -0.047 0.034 0.146 0.013
C -3.509 -0.823 1.178 -0.040 -0.011 0.026 0.011
F -2.548 -1.671 0.723 0.070 -0.075 0.094 0.024
C -4.795 -0.965 0.715 -0.023 -0.044 -0.036 -0.001
F -5.058 -1.932 -0.171 0.026 0.013 0.014 -0.001
C -5.807 -0.127 1.145 -0.019 0.029 0.003 0.012
C -5.461 0.839 2.068 -0.002 -0.004 0.013 0.000
F -6.395 1.680 2.528 0.021 -0.014 -0.010 -0.001
C -4.170 0.980 2.545 0.018 0.020 0.019 0.011
F -3.933 1.950 3.454 -0.076 0.000 0.011 0.002
H 1.276 2.944 1.842 0.005 -0.010 -0.004 0.001
H 1.346 1.886 0.407 0.002 0.003 -0.005 0.000
H -0.220 2.310 1.108 0.001 0.041 -0.008 0.000
H 2.818 1.366 2.919 0.006 0.009 -0.013 0.002
H 2.337 -0.331 3.089 0.012 -0.030 0.028 0.000
H 2.779 0.297 1.493 0.007 0.003 0.000 0.000
H 0.391 0.264 4.110 0.004 -0.004 -0.004 0.000
H 0.623 2.014 3.969 0.018 -0.007 0.007 0.001
H -1.749 1.263 4.304 -0.029 0.025 -0.006 0.002
H -1.527 2.305 2.912 0.007 0.001 -0.005 0.002
H -6.820 -0.234 0.787 0.002 0.002 0.006 0.001
Br 0.339 -2.665 3.357 0.052 -0.039 0.025 0.020
C -1.109 -3.319 4.491 0.010 0.015 0.000 0.003
Br -2.849 -2.855 3.871 -0.027 -0.002 0.002 0.001
H -0.946 -2.887 5.469 -0.005 0.014 0.000 0.000
H -1.007 -4.396 4.499 0.001 -0.008 0.000 0.000
C 3.142 4.376 -2.112 -0.028 0.008 0.018 0.000
C 1.881 4.677 -1.309 0.017 0.009 -0.042 0.000
C 0.614 4.742 -2.157 0.013 -0.001 -0.001 0.000
C 0.327 3.475 -2.963 0.010 0.037 0.018 0.000
N 0.270 2.236 -2.185 0.049 -0.048 -0.008 0.006
C -0.810 1.776 -1.536 -0.137 -0.030 -0.164 0.010
S -0.901 0.112 -1.099 0.108 0.190 0.142 0.030
N -1.830 2.604 -1.352 0.001 -0.042 0.094 0.006
C -3.116 2.237 -0.751 -0.025 -0.003 -0.056 0.000
C -3.935 3.461 -0.369 0.018 0.013 -0.020 0.000
C -3.471 4.222 0.873 0.016 0.022 0.001 0.000
C -2.183 5.025 0.708 -0.036 -0.017 -0.005 0.000
H 4.030 4.454 -1.486 0.002 -0.007 -0.005 0.000
H 3.257 5.078 -2.940 0.005 -0.005 -0.001 0.000
H 3.130 3.367 -2.531 0.011 0.006 -0.004 0.000
H 1.995 5.634 -0.796 0.001 -0.001 -0.001 0.000
H 1.755 3.927 -0.526 -0.007 -0.024 0.028 0.000
H 0.700 5.556 -2.882 -0.009 0.009 0.010 0.000
H -0.234 4.998 -1.515 -0.002 -0.024 0.001 0.000
H 1.111 3.333 -3.704 0.000 -0.020 -0.006 0.000
H -0.607 3.585 -3.522 0.002 -0.010 -0.016 0.000
H 0.968 1.532 -2.363 -0.028 0.034 0.015 0.000
H -1.766 3.534 -1.738 0.027 0.028 0.039 0.000
H -2.918 1.614 0.119 0.010 0.041 0.026 0.000
H -3.673 1.624 -1.463 0.024 -0.031 -0.009 0.000
H -4.953 3.105 -0.196 -0.005 -0.005 -0.004 0.000
H -4.002 4.144 -1.225 -0.003 -0.008 -0.006 0.000
H -3.370 3.519 1.704 0.012 0.018 -0.012 0.000
H -4.269 4.909 1.160 -0.006 -0.009 0.017 0.000
H -1.317 4.388 0.519 0.023 -0.026 0.019 0.000
H -1.972 5.604 1.608 0.007 0.000 -0.007 0.000
H -2.270 5.734 -0.121 0.012 -0.005 -0.003 0.000
C 4.498 -5.884 1.016 0.032 -0.063 -0.008 0.000
Si 3.805 -4.171 0.781 -0.024 0.015 -0.003 0.001
C 4.737 -3.272 -0.563 0.035 0.027 -0.036 0.000
C 3.897 -3.194 2.369 0.007 0.016 0.057 0.000
C 1.993 -4.364 0.290 -0.015 0.063 0.004 0.009
Te 0.953 -2.561 -0.209 -0.118 -0.174 0.049 0.026
C 1.615 -2.289 -2.214 0.119 -0.012 -0.044 0.007
Si 0.580 -3.215 -3.504 0.012 0.013 0.010 0.001
C 1.430 -2.919 -5.138 0.027 0.013 -0.061 0.000
C -1.164 -2.570 -3.524 -0.050 0.051 0.017 0.000
C 0.571 -5.039 -3.106 0.033 -0.040 0.015 0.000
H 5.541 -5.844 1.336 -0.005 -0.004 -0.002 0.000
H 4.458 -6.454 0.085 0.007 -0.009 0.013 0.000
H 3.938 -6.439 1.772 0.006 0.001 -0.003 0.000
H 5.789 -3.183 -0.280 -0.001 0.001 -0.018 0.000
H 4.354 -2.261 -0.724 0.008 -0.005 0.010 0.000
H 4.699 -3.812 -1.513 0.001 0.015 0.001 0.000
H 4.914 -2.841 2.550 -0.002 -0.019 0.011 0.000
H 3.593 -3.796 3.229 -0.022 0.021 -0.004 0.000
H 3.248 -2.318 2.318 0.013 0.040 0.005 0.000
H 1.403 -4.803 1.096 0.016 -0.016 0.006 0.000
H 1.875 -5.011 -0.580 -0.038 -0.005 -0.020 0.001
H 2.661 -2.598 -2.251 -0.026 0.012 0.064 0.000
H 1.586 -1.210 -2.369 -0.033 -0.006 -0.042 0.000
H 1.481 -1.853 -5.372 0.003 -0.007 -0.004 0.000
H 0.896 -3.410 -5.955 0.002 -0.003 0.007 0.000
H 2.450 -3.309 -5.127 -0.006 0.009 -0.017 0.000
H -1.210 -1.537 -3.873 -0.005 -0.003 0.003 0.000
H -1.617 -2.602 -2.530 -0.022 -0.018 -0.003 0.000
H -1.777 -3.181 -4.191 -0.002 0.012 -0.003 0.000
H 1.578 -5.462 -3.106 -0.012 -0.008 0.026 0.000
H -0.007 -5.574 -3.864 0.010 -0.001 0.000 0.000
H 0.102 -5.243 -2.141 0.002 -0.007 0.010 0.000
```
Positions in Å, forces in eV/Å.

## Properties
Charge: +1
Spin multiplicity: 5
Relative energy (zero: lowest compared OMol25 entry of this formula, charge and spin) (kcal per mole): 0.00
⟨S²⟩: 6.012
Highest occupied orbital energy (alpha / beta) (eV): -9.92 / -10.07
LUMO level (alpha / beta) (Eh): -0.0750 / -0.0855

2.
Density functional theory data (the ωB97M-V functional and the def2-TZVPD basis) for a molecular structure, C28H55O2PbSi4Te at a distorted geometry.

```
91
Properties=species:S:1:pos:R:3:forces:R:3:lowdin_charge:R:1
O -0.290 -0.015 -6.373 0.103 0.758 -1.543 -0.108
C -0.335 1.230 -7.180 0.004 0.570 0.514 -0.146
C 0.088 0.555 -8.476 -0.477 -0.027 0.980 -0.068
H 0.393 1.988 -6.846 -0.431 -0.489 0.132 0.088
H -1.353 1.655 -7.219 0.365 -0.140 0.261 0.126
C 0.064 -0.727 -7.615 0.474 -0.825 -0.797 -0.555
H 1.030 0.912 -8.886 -0.071 -0.228 -0.094 0.122
H -0.752 0.561 -9.167 0.492 0.023 -0.485 0.107
C 1.363 -1.519 -7.471 0.047 -0.251 0.024 -0.020
H 2.195 -0.952 -7.038 -0.301 0.154 -0.075 0.080
H 1.710 -1.909 -8.444 -0.288 0.237 0.296 0.096
H 1.184 -2.393 -6.830 0.047 0.165 -0.057 0.084
C -1.054 -1.624 -8.133 -0.052 -0.332 0.265 -0.031
H -1.955 -1.036 -8.331 0.040 -0.086 0.125 0.085
H -1.302 -2.418 -7.414 0.079 0.129 -0.212 0.088
H -0.743 -2.082 -9.091 -0.089 0.163 0.463 0.103
Pb -0.405 -0.447 -1.401 0.371 -1.366 1.353 1.431
C -2.861 -0.866 0.734 0.113 -1.580 -1.215 -0.144
C -3.030 0.552 0.694 -0.150 1.221 -1.164 -0.166
C -3.313 0.923 -0.646 0.192 0.206 0.380 -0.143
H -2.946 1.231 1.543 -0.231 -0.283 -0.347 0.076
C -3.329 -0.254 -1.445 -0.189 0.565 0.508 -0.175
C -3.030 -1.368 -0.584 0.355 -0.366 1.598 -0.213
H -3.058 -2.431 -0.849 0.028 0.573 0.045 0.111
H -2.682 -1.452 1.639 -0.040 0.194 -0.459 0.092
H -3.537 1.937 -0.979 0.139 -0.448 0.061 0.109
H -3.623 -0.327 -2.492 0.115 0.084 0.299 0.115
C 1.123 -2.425 0.807 -0.729 0.122 -0.310 -0.180
C 0.117 -2.964 -0.036 0.244 0.091 0.178 -0.209
C 0.581 -2.860 -1.390 -0.264 0.406 0.121 -0.316
H -0.795 -3.463 0.303 0.387 0.240 -0.236 0.104
C 1.871 -2.216 -1.356 -0.228 0.306 0.346 -0.215
C 2.178 -1.943 -0.005 0.128 0.236 -0.264 -0.153
H 3.087 -1.476 0.389 -0.380 -0.221 -0.350 0.110
H 1.100 -2.400 1.900 -0.007 0.019 -0.513 0.061
H 0.119 -3.320 -2.260 0.171 -0.043 0.188 0.098
H 2.524 -2.059 -2.207 -0.091 -0.006 0.090 0.099
O 2.398 2.101 -5.256 -1.389 -0.476 0.919 -0.153
C 1.938 1.076 -4.282 0.209 0.578 -0.265 -0.158
C 0.507 1.467 -3.817 0.461 0.758 -0.177 -0.242
H 2.619 1.042 -3.400 -0.197 0.301 -0.614 0.117
H 1.964 0.060 -4.732 -0.001 0.853 -0.155 0.107
C 0.247 2.888 -4.416 0.379 0.217 0.170 -0.148
H 0.525 1.600 -2.701 -0.213 -0.277 -0.931 0.023
H -0.264 0.773 -4.197 0.373 0.071 0.409 0.077
C 1.564 3.299 -5.145 0.236 -0.337 0.777 -0.179
H 0.083 3.567 -3.568 -0.167 0.018 -0.462 0.105
H -0.625 2.930 -5.091 0.424 -0.148 0.433 0.102
H 2.100 4.076 -4.555 -0.168 -0.585 -0.238 0.120
H 1.377 3.762 -6.133 0.206 -0.633 0.289 0.117
C 3.542 0.418 4.619 0.249 0.316 0.195 -0.231
Si 2.046 1.174 5.486 0.147 0.182 -0.486 0.354
C 2.074 0.766 7.334 -0.125 -0.135 -0.123 -0.191
C 2.070 3.042 5.244 0.188 -0.141 0.058 -0.218
Si 0.210 0.344 4.207 -0.039 -0.395 1.534 0.053
Te 0.205 0.872 1.775 0.133 0.020 0.041 0.642
Si 0.075 -1.930 4.908 -0.009 0.369 -0.598 0.349
C -0.377 -2.085 6.719 -0.162 -0.013 0.087 -0.200
C -1.249 -2.740 3.861 -0.090 -0.425 0.082 -0.214
C 1.735 -2.762 4.651 0.075 -0.250 -0.006 -0.196
Si -1.660 1.294 5.279 -0.144 -0.025 -0.397 0.323
C -1.666 1.179 7.158 0.084 -0.044 -0.045 -0.189
C -1.711 3.115 4.814 -0.245 0.021 0.035 -0.220
C -3.197 0.421 4.629 -0.173 0.192 0.130 -0.211
H 4.376 1.123 4.756 -0.021 -0.322 -0.113 0.038
H 3.354 0.314 3.541 0.095 0.020 0.231 0.018
H 3.838 -0.559 5.026 -0.037 0.340 -0.092 0.022
H 3.019 1.164 7.739 -0.235 -0.117 -0.151 0.045
H 1.253 1.226 7.903 0.226 -0.171 -0.212 0.021
H 2.065 -0.319 7.508 0.041 0.299 0.029 0.021
H 2.051 3.227 4.162 0.004 0.183 0.226 0.028
H 1.228 3.564 5.721 0.215 -0.180 -0.180 0.024
H 3.008 3.443 5.658 -0.258 0.007 -0.154 0.039
H -1.448 -1.928 6.888 0.171 -0.047 -0.019 0.031
H -0.142 -3.125 6.989 -0.077 0.182 0.035 0.046
H 0.179 -1.426 7.394 -0.067 -0.138 -0.161 0.016
H -1.037 -2.682 2.788 0.066 0.012 0.141 -0.002
H -1.273 -3.803 4.141 -0.162 0.099 -0.158 0.047
H -2.246 -2.318 4.034 0.181 -0.056 0.044 0.020
H 1.705 -3.394 3.756 0.096 0.037 0.132 0.027
H 2.580 -2.073 4.554 -0.241 -0.167 0.021 0.001
H 1.921 -3.415 5.514 0.081 0.055 -0.200 0.042
H -0.897 1.814 7.616 -0.202 -0.128 -0.104 0.025
H -2.651 1.562 7.467 0.221 -0.066 0.016 0.048
H -1.560 0.159 7.545 -0.050 0.293 -0.077 0.011
H -1.206 3.336 3.865 -0.105 0.002 0.193 0.015
H -2.772 3.384 4.716 0.226 0.193 0.023 0.034
H -1.266 3.728 5.609 -0.100 -0.066 -0.256 0.031
H -3.166 0.216 3.552 0.023 0.044 0.212 -0.002
H -3.384 -0.524 5.157 0.013 0.203 -0.115 0.032
H -4.039 1.102 4.824 -0.020 -0.297 -0.076 0.040
```
Positions in Å, forces in eV/Å.

## Properties
Charge: +1
Relative energy (zero: lowest compared OMol25 entry of this formula, charge and spin) (kcal per mole): 16.80
Highest occupied orbital energy (alpha / beta) (eV): -10.46 / -10.37
LUMO level (alpha / beta) (Eh): -0.2110 / -0.1933